{"formula": "C14H25GeN4PdS3", "method": "the ωB97M-V functional and the def2-TZVPD basis", "species": ["Pd", "Ge", "S", "S", "S", "N", "N", "N", "N", "C", "C", "C", "C", "C", "C", "C", "C", "C", "C", "C", "C", "C", "C", "H", "H", "H", "H", "H", "H", "H", "H", "H", "H", "H", "H", "H", "H", "H", "H", "H", "H", "H", "H", "H", "H", "H", "H", "H"], "coordinates": [[-0.06253, 0.61504, 0.61144], [0.15510, -2.96751, -2.28395], [1.50876, -1.27236, 0.19381], [-0.66883, 2.22159, -1.21158], [-0.15203, -0.84536, 2.56251], [1.15339, 2.42152, 1.39005], [2.88846, -4.78211, 1.15525], [-1.62525, 2.05092, 1.70137], [1.37238, -3.13344, 4.94677], [0.11703, -1.37398, -0.98167], [1.47705, -3.04874, 2.39275], [0.44877, 3.59623, -0.72958], [0.77400, -1.97238, 1.65879], [-1.23362, -2.38905, -3.55432], [1.57474, 3.21214, 0.22654], [2.25274, -3.99601, 1.71889], [1.95260, -2.90163, -3.06660], [-2.29760, 2.77303, -0.58581], [-0.28348, -4.64154, -1.37291], [-1.05022, 3.30695, 2.18514], [-2.73420, 2.17818, 0.75716], [0.45016, 3.13999, 2.46082], [1.43741, -3.09636, 3.79146], [-1.52902, 3.63948, 3.10850], [-1.21678, 4.08251, 1.44012], [-0.17266, 4.39722, -0.33588], [0.89311, 4.12740, 2.62350], [-0.98931, -1.40513, -3.95580], [-3.13461, 1.17743, 0.59732], [-2.20753, -2.34189, -3.06702], [-3.54416, 2.80501, 1.14826], [2.06064, 4.14210, 0.54406], [2.12048, -1.95039, -3.57136], [0.54967, -4.99686, -0.77489], [-0.50022, -5.39226, -2.13428], [-1.90583, 1.47371, 2.48410], [0.89265, 3.95090, -1.65816], [1.97444, 1.98254, 1.78651], [-1.30406, -3.08914, -4.38684], [-1.16343, -4.53212, -0.73988], [2.05106, -3.70044, -3.80186], [-2.27453, 3.86134, -0.56890], [0.56964, 2.55590, 3.37341], [0.19966, -0.52553, -1.66157], [-0.84116, -1.40118, -0.44499], [-3.00995, 2.47338, -1.35244], [2.71758, -3.04537, -2.30421], [2.30950, 2.61625, -0.31405]], "forces_ev_per_angstrom": [[0.1659, 0.8444, 0.9166], [-0.1067, 0.3741, 0.1397], [-0.4220, 0.2247, -0.0433], [0.1172, 0.1428, -0.0398], [0.3027, -0.3646, -0.3658], [-0.0873, -0.3357, -0.1183], [-0.0161, 0.0793, -0.1005], [-0.2038, -0.2025, -0.1655], [0.0070, 0.0144, -0.0575], [0.2969, -1.0534, -0.4994], [0.1221, -0.1192, 0.0951], [-0.0923, -0.1290, -0.0491], [-0.1687, 0.6310, 0.0843], [0.2243, -0.2064, 0.1366], [-0.1054, 0.0641, -0.0830], [-0.0108, -0.2327, -0.0661], [-0.2849, -0.1229, 0.0961], [0.1103, -0.1113, 0.0114], [0.0131, 0.2268, -0.2227], [0.3619, -0.0623, -0.0502], [-0.0068, 0.1235, -0.0234], [-0.3007, 0.0353, -0.0059], [-0.0016, -0.0267, 0.1317], [-0.0607, 0.0635, -0.0401], [-0.0399, -0.0097, 0.0118], [0.0160, 0.0109, -0.0249], [0.0417, -0.0283, 0.0704], [0.0018, -0.0041, -0.0063], [-0.0222, -0.0021, 0.0184], [-0.0018, -0.0039, 0.0062], [-0.0205, -0.0320, -0.0050], [0.0672, -0.0391, 0.0003], [-0.0164, 0.0110, 0.0141], [0.1038, -0.0129, 0.0946], [-0.0027, -0.0129, 0.0313], [-0.0795, -0.0299, 0.0259], [0.0087, 0.0897, 0.0320], [0.0707, -0.0083, 0.0320], [-0.0136, 0.0140, 0.0000], [0.0086, 0.0300, -0.0098], [0.0307, 0.0089, -0.0039], [-0.0058, 0.0045, -0.0405], [0.0676, -0.0075, -0.0011], [-0.0337, 0.0157, -0.0030], [-0.0062, 0.0680, 0.0512], [-0.0416, 0.0924, -0.0067], [-0.0094, -0.0052, 0.0138], [0.0228, -0.0066, 0.0184]], "gap_ev": [7.18, 6.41], "lumo_ev": [-2.45, -5.47], "mol_weight_g_mol": 524.6, "e_homo_ev": [-9.64, -11.88], "s_squared": 6.036, "multiplicity": 5, "total_charge": 1, "e_tot_ev": -113375.685, "de_lowest_kcal_mol": 0.00}